(1)
{"formula": "C5H8IrO8SSbSe4", "method": "ωB97M-V/def2-TZVPD", "species": ["Ir", "O", "C", "O", "C", "O", "C", "C", "O", "O", "H", "H", "H", "H", "H", "Se", "Sb", "Se", "Se", "Se", "C", "S", "O", "O", "O", "H", "H", "H"], "coordinates": [[1.19040, -0.42047, -0.54360], [-2.80173, -1.03620, -0.08760], [-1.97169, -0.22244, -0.66329], [-0.93769, -0.60150, -1.22518], [-2.45024, 1.21788, -0.69465], [-1.41928, 2.13292, -0.90033], [-1.00509, 2.81293, 0.28574], [-0.19435, 1.86790, 1.20051], [-0.70239, 1.45413, 2.23486], [0.98193, 1.58484, 0.74301], [-2.35479, -1.93939, -0.05374], [-3.00994, 1.42307, 0.22091], [-3.13120, 1.28674, -1.55095], [-1.87688, 3.19209, 0.82891], [-0.38018, 3.63835, -0.05182], [5.03793, 2.87742, -2.44318], [3.16266, 2.64902, -0.82075], [3.36242, -0.35912, 0.09761], [1.46430, 1.13592, -2.15005], [2.13043, 4.86711, -1.19048], [0.99573, -4.07720, 1.39497], [0.24646, -2.85898, 0.31287], [-1.10667, -3.35740, 0.07414], [1.08303, -2.77623, -0.88430], [0.28463, -1.58693, 1.06452], [0.50497, -5.03040, 1.21984], [0.84120, -3.74202, 2.41750], [2.05604, -4.13207, 1.16453]], "charge": -1, "multiplicity": 6, "energy_ha": -11145.8155, "homo_lumo_gap_ev": [7.1, 5.0], "e_above_lowest_kj_mol": 24.12, "s2": 8.80}


(2)
{"formula": "C4H6O", "method": "ωB97M-V/def2-TZVPD", "species": ["C", "C", "C", "C", "O", "H", "H", "H", "H", "H", "H"], "coordinates": [[1.16606, 0.40813, -0.68648], [-0.03383, -0.03122, -0.40054], [0.97125, -0.25582, 0.72524], [-1.48744, -0.24683, -0.75736], [0.90937, 0.47635, 1.93040], [2.01830, 0.68595, -1.29731], [1.44004, -1.25767, 0.91443], [-1.62326, -1.28890, -0.51750], [-1.57248, 0.03010, -1.82766], [-1.94534, 0.47893, -0.05317], [0.15732, 1.00097, 1.96994]], "charge": 0, "energy_ha": -231.1393, "homo_lumo_gap_ev": 9.9, "e_above_lowest_kj_mol": 221.67}


(3)
{"formula": "C30H83N7O9", "method": "ωB97M-V/def2-TZVPD", "species": ["C", "C", "C", "O", "C", "N", "H", "H", "H", "H", "H", "H", "H", "H", "H", "H", "H", "C", "C", "C", "O", "C", "N", "H", "H", "H", "H", "H", "H", "H", "H", "H", "H", "H", "C", "C", "C", "O", "C", "N", "H", "H", "H", "H", "H", "H", "H", "H", "H", "H", "H", "C", "C", "C", "O", "C", "N", "H", "H", "H", "H", "H", "H", "H", "H", "H", "H", "H", "C", "C", "C", "O", "C", "N", "H", "H", "H", "H", "H", "H", "H", "H", "H", "H", "H", "C", "C", "C", "O", "C", "N", "H", "H", "H", "H", "H", "H", "H", "H", "H", "H", "H", "C", "C", "C", "O", "C", "N", "H", "H", "H", "H", "H", "H", "H", "H", "H", "H", "H", "C", "C", "O", "O", "H", "H", "H", "H", "H", "H"], "coordinates": [[-4.83195, 2.22654, 1.40389], [-5.17920, 3.42630, 0.50617], [-4.09821, 3.62027, -0.55720], [-2.80754, 3.87874, -0.07012], [-2.66515, 4.97096, 0.80611], [-6.48395, 3.27386, -0.16059], [-3.84507, 2.45761, 1.83325], [-4.72039, 1.26840, 0.89655], [-5.50411, 2.14390, 2.25917], [-5.18133, 4.26876, 1.20046], [-4.40317, 4.45093, -1.21434], [-4.06888, 2.73482, -1.19717], [-3.04484, 4.84237, 1.82278], [-3.06376, 5.87276, 0.32820], [-1.58488, 5.11192, 0.89014], [-7.13409, 3.06642, 0.59247], [-6.47815, 2.43948, -0.73874], [0.80417, -5.30087, 0.28707], [1.69161, -5.31259, 1.50600], [0.90608, -5.10395, 2.80207], [0.35607, -3.79156, 2.74204], [-0.59881, -3.55921, 3.75176], [2.48371, -6.53792, 1.55075], [0.03087, -6.08231, 0.28877], [1.36307, -5.50282, -0.63050], [0.20700, -4.40293, 0.15044], [2.36846, -4.44505, 1.48846], [1.58679, -5.14283, 3.66044], [0.11831, -5.85726, 2.91582], [-1.01579, -2.57561, 3.52835], [-0.17509, -3.56040, 4.76143], [-1.41678, -4.28469, 3.71273], [3.40826, -6.38460, 1.91915], [2.51024, -6.99812, 0.65569], [-0.70777, 4.92652, -6.59035], [-0.15960, 3.53813, -6.29682], [-0.69909, 2.98223, -4.98977], [-0.08503, 3.70663, -3.94412], [-0.57516, 3.33388, -2.68183], [-0.47576, 2.63805, -7.40747], [-0.36724, 5.31665, -7.54918], [-0.34893, 5.61402, -5.81941], [-1.79577, 4.97896, -6.52608], [0.92416, 3.61667, -6.13327], [-0.44422, 1.91806, -4.88713], [-1.79278, 3.06988, -4.95592], [-0.39422, 2.26029, -2.48548], [-1.65213, 3.45318, -2.55086], [0.06326, 3.81053, -1.94116], [-0.03747, 1.72815, -7.29302], [-0.03078, 3.00779, -8.24298], [0.41730, -0.79308, -2.73627], [1.07001, -1.94550, -1.99483], [2.53693, -2.11748, -2.35188], [2.91487, -3.44010, -2.08520], [4.29464, -3.64707, -2.03888], [0.79878, -1.84290, -0.54109], [-0.60106, -0.59720, -2.38812], [0.31144, -0.99395, -3.80292], [0.92065, 0.15789, -2.53267], [0.61310, -2.89934, -2.28550], [3.17076, -1.41002, -1.79208], [2.69202, -1.84451, -3.40839], [4.54323, -4.64511, -1.67815], [4.76245, -2.98903, -1.28825], [4.76375, -3.46358, -3.01072], [1.18475, -2.69491, -0.14501], [1.29537, -1.04292, -0.15762], [-4.73090, -5.11655, 3.30275], [-4.50362, -4.96770, 1.80033], [-3.21697, -5.66110, 1.36913], [-2.87277, -5.38023, 0.03310], [-2.46190, -4.04197, -0.19232], [-5.68230, -5.53245, 1.10347], [-5.60532, -4.56581, 3.63470], [-3.83060, -4.79150, 3.83301], [-4.82077, -6.17047, 3.58532], [-4.47267, -3.90842, 1.54116], [-3.30943, -6.74669, 1.45052], [-2.37230, -5.39023, 2.02224], [-1.90888, -3.94289, -1.12570], [-1.86671, -3.72084, 0.66627], [-3.32463, -3.38214, -0.33092], [-5.44348, -5.68535, 0.12270], [-5.75281, -6.49532, 1.44009], [6.23654, 2.32703, -0.48382], [5.00884, 1.43316, -0.59992], [4.17129, 1.82962, -1.81943], [3.76819, 3.18619, -1.80229], [2.84948, 3.45986, -0.77858], [5.33386, 0.01014, -0.77530], [6.84154, 2.28601, -1.39247], [6.87217, 2.02026, 0.35031], [5.93830, 3.36285, -0.31312], [4.39263, 1.53917, 0.29635], [3.30805, 1.16180, -1.90572], [4.79432, 1.74946, -2.71388], [2.16133, 2.62871, -0.59343], [2.22560, 4.31084, -1.07773], [3.26948, 3.84320, 0.16106], [6.06768, -0.06539, -1.47422], [5.72738, -0.38261, 0.07263], [1.07284, 4.38757, 4.91539], [1.68443, 3.46232, 3.87095], [1.26100, 2.01554, 4.00413], [1.82060, 1.22733, 2.94757], [3.17656, 0.88386, 3.17111], [1.32719, 3.99209, 2.53577], [1.38388, 4.11095, 5.92562], [-0.01745, 4.42225, 4.86843], [1.42726, 5.40730, 4.76027], [2.77023, 3.58008, 3.92965], [0.18312, 1.86638, 3.93469], [1.58869, 1.59684, 4.96429], [3.54681, 0.29105, 2.33527], [3.25965, 0.27911, 4.07772], [3.80899, 1.77271, 3.23319], [0.42756, 4.45852, 2.54997], [1.25315, 3.22420, 1.87525], [-1.62892, 0.08837, 1.05827], [-0.75102, 1.23515, 0.57703], [0.61347, 0.90195, 0.53718], [-1.85726, -0.89548, 0.06890], [-2.58915, 0.45876, 1.42732], [-1.21291, -0.41245, 1.95038], [-0.91777, 2.13065, 1.19533], [-1.13253, 1.53322, -0.40349], [1.04338, 1.03807, 1.40402], [-0.97630, -1.15917, -0.27952]], "charge": 0, "energy_ha": -2253.1219, "homo_lumo_gap_ev": 9.4, "e_above_lowest_kj_mol": 26.78}


(4)
{"formula": "C5H14N2", "method": "ωB97M-V/def2-TZVPD", "species": ["C", "C", "C", "C", "N", "C", "N", "H", "H", "H", "H", "H", "H", "H", "H", "H", "H", "H", "H", "H", "H"], "coordinates": [[-0.35373, 0.90634, -1.91257], [-0.16785, -0.59295, -1.50991], [0.33599, -0.71673, -0.04371], [-0.79800, -0.38197, 0.94160], [-0.26182, 0.35526, 2.12037], [0.47732, -0.37476, 3.15035], [0.34850, 1.36148, -3.07828], [-1.46725, 1.05830, -1.96192], [-0.11982, 1.47081, -0.97773], [-1.15589, -1.00445, -1.71526], [0.42290, -1.11076, -2.26260], [0.54772, -1.86108, 0.11453], [1.23473, -0.09505, 0.07806], [-1.70807, 0.20532, 0.53156], [-1.21189, -1.30829, 1.33071], [0.20509, 1.14089, 1.71141], [1.56853, -0.42987, 2.91569], [0.65365, 0.29411, 3.97818], [0.05213, -1.33378, 3.36585], [1.30822, 1.43754, -2.81869], [0.08955, 0.97966, -3.95763]], "charge": 0, "energy_ha": -308.3496, "homo_lumo_gap_ev": 9.4, "e_above_lowest_kj_mol": 192.83}